{"formula": "C42H35F7", "method": "ωB97M-V/def2-TZVPD", "mol_weight_g_mol": 672.73, "energy_ev": -63142.737, "spin_multiplicity": 1, "symbols": ["F", "C", "C", "C", "C", "C", "C", "H", "H", "H", "H", "H", "F", "C", "C", "C", "C", "C", "C", "H", "H", "H", "H", "H", "F", "C", "C", "C", "C", "C", "C", "H", "H", "H", "H", "H", "F", "C", "C", "C", "C", "C", "C", "H", "H", "H", "H", "H", "F", "C", "C", "C", "C", "C", "C", "H", "H", "H", "H", "H", "F", "C", "C", "C", "C", "C", "C", "H", "H", "H", "H", "H", "F", "C", "C", "C", "C", "C", "C", "H", "H", "H", "H", "H"], "positions_angstrom": [[1.441, -1.217, 2.557], [0.600, -0.769, 1.602], [0.797, -1.195, 0.287], [-0.044, -0.691, -0.693], [-1.044, 0.250, -0.400], [-1.197, 0.654, 0.916], [-0.424, 0.078, 1.923], [1.584, -1.919, 0.122], [0.168, -0.975, -1.716], [-1.729, 0.560, -1.175], [-1.818, 1.490, 1.208], [-0.510, 0.453, 2.937], [-3.442, 2.011, -2.388], [-4.390, 1.998, -3.339], [-4.281, 2.782, -4.476], [-5.286, 2.767, -5.413], [-6.334, 1.871, -5.334], [-6.425, 1.059, -4.211], [-5.495, 1.184, -3.168], [-3.340, 3.261, -4.720], [-5.126, 3.382, -6.292], [-7.019, 1.661, -6.145], [-7.184, 0.291, -4.157], [-5.559, 0.511, -2.323], [3.896, -3.925, 0.428], [4.568, -4.270, 1.550], [5.736, -5.023, 1.425], [6.355, -5.412, 2.618], [5.961, -4.876, 3.843], [4.825, -4.078, 3.908], [4.066, -3.857, 2.766], [5.974, -5.501, 0.486], [7.286, -5.960, 2.540], [6.574, -5.091, 4.706], [4.604, -3.576, 4.841], [3.102, -3.364, 2.730], [-1.593, -1.186, -3.552], [-1.855, -0.791, -4.815], [-3.173, -0.748, -5.218], [-3.469, -0.269, -6.490], [-2.455, 0.017, -7.382], [-1.143, 0.051, -6.927], [-0.824, -0.433, -5.667], [-3.979, -1.002, -4.543], [-4.467, -0.120, -6.884], [-2.666, 0.365, -8.385], [-0.301, 0.415, -7.502], [0.202, -0.479, -5.326], [-8.734, 1.660, 0.619], [-7.478, 1.266, 0.809], [-7.193, 0.256, 1.704], [-5.863, -0.064, 1.965], [-4.886, 0.681, 1.361], [-5.153, 1.671, 0.423], [-6.460, 1.951, 0.126], [-8.076, -0.150, 2.186], [-5.527, -0.815, 2.667], [-3.831, 0.532, 1.569], [-4.348, 2.270, 0.018], [-6.676, 2.914, -0.327], [2.987, 4.930, -0.621], [2.798, 3.886, 0.214], [1.719, 3.842, 1.105], [1.712, 2.837, 2.050], [2.652, 1.813, 2.069], [3.683, 1.842, 1.147], [3.772, 2.901, 0.242], [1.069, 4.707, 1.151], [0.886, 2.784, 2.750], [2.516, 0.985, 2.750], [4.442, 1.070, 1.145], [4.566, 2.907, -0.494], [3.440, 0.523, 5.351], [4.636, -0.029, 5.116], [5.574, -0.089, 6.133], [6.851, -0.577, 5.890], [7.104, -1.117, 4.627], [6.174, -1.108, 3.627], [4.871, -0.677, 3.896], [5.365, 0.328, 7.112], [7.680, -0.434, 6.565], [8.097, -1.544, 4.513], [6.333, -1.607, 2.679], [4.130, -0.732, 3.110]], "forces_ev_per_angstrom": [[0.0, -0.1, 0.2], [-0.3, -0.6, -1.1], [-0.1, 0.2, 0.9], [0.2, 0.2, -0.1], [0.2, -0.7, 0.2], [0.3, -0.1, 0.1], [0.2, 1.0, 0.4], [0.0, 0.1, -0.3], [-0.3, -0.1, 0.0], [0.2, 0.3, -0.1], [-0.4, -0.2, -0.2], [0.0, -0.2, 0.0], [0.3, 0.1, -0.1], [-1.0, 0.0, -0.3], [0.9, -0.1, 0.5], [0.3, 0.0, -1.0], [-0.3, -0.7, 0.4], [0.5, 0.3, 0.4], [-0.2, -0.7, -0.4], [-0.2, 0.4, 0.3], [-0.2, -0.1, 0.0], [0.0, 0.5, -0.1], [-0.1, 0.1, 0.1], [0.0, 0.2, 0.2], [-0.1, -0.1, 0.1], [0.5, -0.4, -0.1], [-1.0, -0.6, 0.8], [0.5, 1.0, -0.5], [0.0, -0.1, -0.5], [0.3, -0.2, 0.2], [0.0, 0.2, -0.4], [0.3, 0.4, -0.1], [-0.2, -0.3, 0.1], [-0.2, 0.1, 0.2], [-0.4, -0.2, 0.0], [0.1, 0.3, 0.4], [0.2, -0.1, -0.1], [-0.2, -0.2, -0.3], [-0.6, 0.5, -0.1], [0.0, -0.5, -0.6], [0.7, 1.1, 0.0], [0.5, -0.7, 0.1], [-0.1, 0.3, 0.5], [0.1, 0.0, 0.2], [-0.2, -0.3, 0.5], [-0.1, 0.0, 0.0], [-0.3, -0.1, -0.4], [0.0, 0.1, 0.1], [-0.6, 0.0, 0.0], [1.7, 0.2, -0.5], [-0.8, 0.1, -0.1], [-0.2, 0.2, 0.2], [1.5, 0.2, -0.8], [-0.1, -0.3, 0.6], [-0.9, 1.0, 0.8], [0.3, -0.4, 0.2], [-0.5, -0.1, 0.1], [-0.2, -0.4, 0.2], [0.0, -0.1, -0.1], [-0.3, -0.4, -0.6], [-0.4, -0.1, 0.0], [0.2, -0.6, 0.8], [1.2, 1.0, -0.4], [-0.7, -0.6, 0.1], [-0.2, 0.2, -0.3], [-0.1, 0.4, 0.0], [-0.1, -0.4, -0.3], [-0.3, -0.2, -0.1], [0.1, 0.1, 0.1], [0.2, 0.1, 0.2], [0.0, 0.0, -0.1], [0.1, 0.2, 0.1], [-0.2, 0.1, 0.1], [0.3, -1.5, -0.5], [0.4, 0.8, 0.6], [-0.7, 0.1, -1.2], [1.5, 0.1, 0.9], [-1.4, -0.9, 0.0], [0.6, 1.3, 0.1], [-0.3, 0.1, -0.1], [-0.2, -0.3, 0.4], [-0.1, 0.1, -0.5], [0.3, 0.1, 0.0], [-0.2, 0.1, 0.2]], "mulliken_charge": [-0.320, 0.492, -0.550, -0.397, -0.986, -0.201, -0.676, 0.550, 0.416, 0.611, 0.606, 0.505, -0.262, 0.320, -0.339, -0.437, -0.577, -0.600, -0.347, 0.418, 0.365, 0.439, 0.365, 0.657, -0.286, 0.736, -0.742, -0.380, -0.609, -0.190, -0.468, 0.428, 0.343, 0.393, 0.379, 0.396, -0.303, 0.556, -0.483, -0.193, -0.756, -0.341, -0.487, 0.471, 0.402, 0.352, 0.378, 0.401, -0.305, 0.074, -0.267, -0.691, 0.108, -0.325, -0.326, 0.401, 0.402, 0.105, 0.410, 0.390, -0.324, 0.296, -0.639, -0.521, -0.180, -0.256, -0.491, 0.456, 0.384, 0.481, 0.384, 0.390, -0.284, 0.149, -0.449, -0.541, -0.315, -0.733, 0.127, 0.425, 0.384, 0.373, 0.385, 0.475]}